{"formula": "C5H10NOS", "method": "ωB97M-V/def2-TZVPD", "total_charge": -1, "smiles": "CCNC(=O)CC[S-]", "homo_lumo_gap_ev": 5.57, "species": ["C", "C", "N", "C", "O", "C", "C", "S", "H", "H", "H", "H", "H", "H", "H", "H", "H", "H"], "positions_angstrom": [[2.3812, -2.6434, -0.7034], [1.2333, -1.6784, -1.0360], [1.5063, -0.2733, -0.8198], [0.9178, 0.5547, 0.1402], [1.4368, 1.6372, 0.3302], [-0.3717, 0.0397, 0.7066], [-1.3633, 1.1448, 1.0739], [-2.9691, 0.8606, 0.2328], [1.9800, -3.6089, -0.3809], [2.9866, -2.8258, -1.5778], [2.9091, -2.2649, 0.1760], [0.3280, -2.0052, -0.5357], [0.9770, -1.7880, -2.0559], [2.2169, 0.0641, -1.4400], [-0.8489, -0.5981, -0.0326], [-0.1847, -0.5328, 1.6128], [-0.9438, 2.0956, 0.7563], [-1.5993, 1.0371, 2.1018]]}

***

{"formula": "C5H10NOS", "method": "ωB97M-V/def2-TZVPD", "total_charge": 1, "smiles": "C[C@]1(C=O)[NH2+]CCS1", "homo_lumo_gap_ev": 8.98, "species": ["C", "C", "C", "O", "N", "C", "C", "S", "H", "H", "H", "H", "H", "H", "H", "H", "H", "H"], "positions_angstrom": [[0.5920, 0.1378, -1.9845], [0.0927, 0.5621, -0.6269], [0.4018, 1.9785, -0.3181], [0.8818, 2.2582, 0.7353], [0.6893, -0.2332, 0.4979], [-0.2113, -0.5813, 1.6949], [-1.4485, -1.2818, 0.9627], [-1.8920, -0.1030, -0.3916], [-0.0794, -0.4180, -2.5154], [1.5429, -0.4195, -1.9984], [0.6156, 1.0328, -2.4942], [-0.1113, 2.6701, -0.9875], [1.6791, 0.1976, 0.8261], [0.8734, -1.1054, 0.1130], [-0.7187, 0.1817, 2.1826], [0.4395, -1.1354, 2.3855], [-1.0544, -2.1799, 0.4066], [-2.2925, -1.5611, 1.5120]]}

***

For reference, E_tot by record: -724.7246 -724.3684 hartree.
For reference, E_LUMO by record: 3.25 -4.64 eV.
For reference, energy above the lowest of the compared OMol25 structures with the same formula, charge and spin by record: 18.1 42.7 kcal per mole.